Record 1
Entry from the OMol25 dataset: C7H6HgO5S as an isolated structure in a non-equilibrium geometry (ωB97M-V/def2-TZVPD).

Geometry as XYZ:
```
20
Properties=species:S:1:pos:R:3
O 0.17 0.04 -6.54
C -0.03 0.12 -5.41
Hg 0.55 -0.23 -0.44
O 2.74 -3.18 -1.46
C 2.04 -2.30 -1.30
C -1.16 1.86 -1.42
O -1.77 2.69 -1.89
C -1.65 -1.75 -1.38
O -2.55 -2.19 -1.89
C 2.52 1.63 -1.27
O 3.24 2.46 -1.54
C 0.81 -0.06 3.22
S -0.05 1.01 2.03
C -1.70 0.27 2.19
H 1.84 -0.24 2.88
H 0.25 -0.98 3.34
H 0.82 0.48 4.17
H -1.59 -0.75 2.56
H -2.26 0.86 2.93
H -2.22 0.26 1.23
```

## Properties
**Energy relative to the best compared isomer or geometry (same formula, charge and spin)**: 0.00 kJ/mol
**Net charge**: +2
**HOMO level**: -0.671 Eh


Record 2
Entry from the OMol25 dataset: C6H7CsO as an isolated structure in a non-equilibrium geometry (ωB97M-V/def2-TZVPD).

Geometry as XYZ:
```
15
Properties=species:S:1:pos:R:3
C -0.82 -0.10 1.07
C -1.20 -0.08 -0.16
C -0.88 -0.96 -1.32
C -1.03 -0.29 -2.65
O -0.83 0.90 -2.84
Cs 0.55 3.68 -1.83
H -1.28 0.36 1.94
H -1.55 -1.84 -1.35
H 0.12 -1.43 -1.32
H -1.39 -0.92 -3.48
C 1.73 0.42 2.71
H 1.58 1.42 3.15
H 2.22 -0.28 3.40
C 1.19 0.04 1.53
H 1.60 -0.91 1.16
```

## Properties
**Energy relative to the best compared isomer or geometry (same formula, charge and spin)**: 153.98 kJ/mol
**Net charge**: 0
**HOMO level (spin up / spin down)**: -0.173 / -0.173 Eh


Record 3
Entry from the OMol25 dataset: C5H7NO as an isolated structure in a non-equilibrium geometry (ωB97M-V/def2-TZVPD).

Geometry as XYZ:
```
14
Properties=species:S:1:pos:R:3
C 2.17 -0.31 -0.19
C 0.73 0.10 -0.33
C 0.38 1.08 -1.22
O -1.47 1.03 -0.85
C -1.50 0.21 0.16
N -2.60 -0.08 0.94
C -0.28 -0.41 0.46
H 2.59 0.14 0.72
H 2.79 0.01 -1.04
H 2.24 -1.39 -0.11
H 0.70 0.90 -2.27
H -3.46 0.44 0.90
H -2.40 -0.54 1.82
H -0.14 -1.15 1.22
```

## Properties
**Energy relative to the best compared isomer or geometry (same formula, charge and spin)**: 258.51 kJ/mol
**Net charge**: 0
**HOMO level**: -0.284 Eh


Record 4
Entry from the OMol25 dataset: a 4-piece molecular cluster, C27H26N2O11S overall in a non-equilibrium geometry (ωB97M-V/def2-TZVPD).

Geometry as XYZ:
```
67
Properties=species:S:1:pos:R:3
N -2.69 0.40 -1.06
C -1.94 1.52 -0.75
C -1.44 2.36 -1.75
C -0.68 3.47 -1.45
C -0.37 3.81 -0.15
C -0.84 2.99 0.85
C -1.61 1.86 0.58
C -2.04 1.03 1.74
O -3.11 0.50 1.83
C -0.99 0.90 2.78
C -0.78 -0.31 3.43
C 0.25 -0.39 4.35
C 1.06 0.71 4.59
N 2.17 0.52 5.54
C 3.01 -0.22 5.06
S 4.04 -1.23 4.47
C 0.84 1.93 3.98
C -0.20 2.00 3.05
C -0.51 3.25 2.29
O -0.52 4.34 2.79
H -2.47 -0.36 -0.42
H -2.41 0.06 -1.97
H -1.66 2.11 -2.78
H -0.30 4.08 -2.26
H 0.25 4.66 0.09
H -1.41 -1.15 3.21
H 0.45 -1.33 4.83
H 1.46 2.79 4.19
C 1.32 -4.81 3.25
C 0.79 -4.44 1.89
C 1.83 -3.94 0.92
O 1.07 -3.07 0.08
C 0.02 -2.62 0.80
O -0.69 -1.72 0.48
O -0.09 -3.31 1.96
H 2.08 -5.59 3.17
H 1.75 -3.94 3.74
H 0.51 -5.18 3.89
H 0.22 -5.28 1.46
H 2.29 -4.74 0.33
H 2.62 -3.36 1.40
C -5.55 1.33 -5.64
C -4.25 0.58 -5.77
C -4.39 -0.85 -6.24
O -3.26 -1.48 -5.63
C -2.95 -0.78 -4.53
O -2.18 -1.13 -3.69
O -3.63 0.39 -4.49
H -6.08 1.36 -6.60
H -6.19 0.87 -4.89
H -5.37 2.36 -5.32
H -3.56 1.13 -6.41
H -4.35 -0.96 -7.32
H -5.30 -1.33 -5.87
C 3.62 1.90 -0.91
C 3.88 0.64 -0.14
C 4.19 0.85 1.32
O 5.03 -0.28 1.62
C 5.64 -0.65 0.46
O 6.54 -1.43 0.39
O 5.08 -0.01 -0.60
H 2.78 2.45 -0.48
H 4.50 2.54 -0.92
H 3.38 1.68 -1.95
H 3.06 -0.05 -0.27
H 3.31 0.84 1.96
H 4.76 1.76 1.51
```

## Properties
**Net charge**: 0
**HOMO level**: -0.302 Eh


Record 5
Entry from the OMol25 dataset: C9H9NO2 as an isolated structure in a non-equilibrium geometry (ωB97M-V/def2-TZVPD).

Geometry as XYZ:
```
21
Properties=species:S:1:pos:R:3
C -2.85 0.82 -0.98
C -3.20 0.91 0.38
C 3.44 0.28 -0.34
C 2.56 -0.77 -0.39
C -1.64 0.21 -1.08
C -2.22 0.28 1.09
C 2.83 1.32 0.32
C 1.42 -0.32 0.26
C -0.26 -1.12 0.69
N -1.26 -0.17 0.22
O 1.54 0.91 0.63
O -0.16 -2.29 0.00
H -3.22 1.10 -1.93
H -4.08 1.41 0.64
H 4.42 0.18 -0.72
H 2.64 -1.71 -0.75
H -0.93 -0.18 -1.76
H -2.16 0.24 2.20
H 3.08 2.30 0.68
H -0.26 -1.19 1.70
H 0.31 -2.22 -0.86
```

## Properties
**Energy relative to the best compared isomer or geometry (same formula, charge and spin)**: 409.39 kJ/mol
**Net charge**: 0
**HOMO level**: -0.311 Eh


Record 6
Entry from the OMol25 dataset: C4H9N2O as an isolated structure in a non-equilibrium geometry (ωB97M-V/def2-TZVPD).

Geometry as XYZ:
```
16
Properties=species:S:1:pos:R:3
C 1.22 -0.10 2.31
C 1.57 -1.19 1.52
C 1.02 1.46 1.11
N 1.55 1.25 2.34
H 0.40 -0.27 3.00
H 2.08 -0.95 0.57
H 1.22 -2.18 1.81
H 0.06 1.99 0.93
H 1.64 1.33 0.22
N -1.97 -1.38 -2.69
C -1.52 -0.41 -1.57
O -1.17 0.78 -1.99
H -1.19 -1.75 -3.22
H -2.49 -0.73 -3.28
H -2.46 -0.37 -0.93
H -0.76 -0.95 -0.95
```

## Properties
**Energy relative to the best compared isomer or geometry (same formula, charge and spin)**: 350.35 kJ/mol
**Net charge**: -1
**HOMO level**: -0.094 Eh